[1]
The following is a quantum chemistry calculation of 2 unconnected molecules or ions with the total composition C2H3FO2S at a distorted geometry, from OMol25.

Energy relative to the best compared isomer or geometry (same formula, charge and spin) (eV): 5.1253
2S+1: 1
E_tot (Eh): -726.3437
LUMO (eV): -0.6

Atoms and positions in Å:
1 C -0.5893 -0.3732 -0.7056
2 C -0.3647 0.5608 0.5460
3 O 1.5302 -1.4594 0.7245
4 O 2.0531 0.4803 -0.7110
5 F -0.4613 1.8512 0.2756
6 S 1.0891 -0.3140 0.0316
7 H -1.2635 -1.2123 -0.6018
8 H -0.6656 0.3621 -1.4766
9 H -1.3280 0.1044 1.9174

***

[2]
The following is a quantum chemistry calculation of C2H3FO3 in the gas phase at a distorted geometry, from OMol25.

Energy relative to the best compared isomer or geometry (same formula, charge and spin) (eV): 1.2196
2S+1: 1
SMILES string: O=C(O)OCF
E_tot (Eh): -403.5620
LUMO (eV): 0.6

Atoms and positions in Å:
1 O -0.3071 1.0207 -1.7284
2 C -0.4370 -0.0939 -1.3054
3 O -0.7219 -1.2164 -1.8319
4 O 0.0814 -0.4282 0.0579
5 C 0.5030 0.3907 1.2209
6 F -0.4939 1.3148 1.3441
7 H -0.7602 -1.7314 -1.0387
8 H 1.5402 0.9611 1.0972
9 H 0.5955 -0.2174 2.1843

***

[3]
The following is a quantum chemistry calculation of a molecular structure, C2H3FO3P at a distorted geometry, from OMol25.

Energy relative to the best compared isomer or geometry (same formula, charge and spin) (eV): 3.6779
2S+1: 1
E_tot (Eh): -744.9672
LUMO (eV): 3.8
Total charge: -1

Atoms and positions in Å:
1 C -0.8401 0.7621 2.0898
2 C -0.0052 -0.3641 1.3339
3 O -0.8008 1.7429 1.3578
4 O -1.3027 0.6748 3.2112
5 O -0.2558 0.6385 -1.3445
6 F 1.3634 -0.9857 2.2921
7 P 0.8565 0.6821 -0.0313
8 H -0.4334 -1.2806 0.9796
9 H -0.6848 1.4945 -1.5830
10 H 1.4314 -0.3787 -0.6732

***

[4]
The following is a quantum chemistry calculation of a molecular structure, C2H3FOPm at a distorted geometry, from OMol25.

Energy relative to the best compared isomer or geometry (same formula, charge and spin) (eV): 1.0693
2S+1: 6
E_tot (Eh): -860.6548
LUMO (spin up / spin down) (eV): -10.3 / -10.3
Total charge: +2

Atoms and positions in Å:
1 H 1.3732 0.3818 -0.3710
2 O -0.3457 0.7862 -0.7600
3 C -0.4195 0.0903 0.4809
4 C 0.9936 -0.4050 0.5452
5 Pm -1.0176 0.6684 -2.9438
6 H -1.1372 -0.7449 0.5849
7 H -0.5714 0.8344 1.2898
8 F 1.1246 -1.6111 1.1739

***

[5]
The following is a quantum chemistry calculation of a molecular structure, C2H3FORu at a distorted geometry, from OMol25.

Energy relative to the best compared isomer or geometry (same formula, charge and spin) (eV): 0.0000
2S+1: 6
E_tot (Eh): -347.4071
LUMO (spin up / spin down) (eV): -6.6 / -8.2
Total charge: +1

Atoms and positions in Å:
1 Ru -0.2584 0.0584 -2.0067
2 O 0.9047 -0.1812 -0.4797
3 C 0.2079 0.8150 0.1761
4 C -1.1113 0.6283 -0.0565
5 H 0.6548 1.0849 1.1452
6 H -1.8183 1.2228 0.5262
7 F 0.7008 -2.3940 0.2723
8 H 0.7198 -1.2342 0.4231

***

[6]
The following is a quantum chemistry calculation of C2H3FOS in the gas phase at a distorted geometry, from OMol25.

Energy relative to the best compared isomer or geometry (same formula, charge and spin) (eV): 1.5105
2S+1: 1
SMILES string: OC(=S)CF
E_tot (Eh): -651.2472
LUMO (eV): -0.1

Atoms and positions in Å:
1 O -0.3916 -1.3509 -0.7386
2 C 0.3854 -0.6411 0.1070
3 S 1.6759 -1.5849 0.6969
4 C 0.0032 0.8396 0.2003
5 F -1.0286 0.9347 -0.7575
6 H -1.0995 -0.7368 -0.8356
7 H 0.9471 1.4992 0.0710
8 H -0.4919 1.0402 1.2565

***

[7]
The following is a quantum chemistry calculation of C2H3FOS in the gas phase at a distorted geometry, from OMol25.

Energy relative to the best compared isomer or geometry (same formula, charge and spin) (eV): 0.8178
2S+1: 1
SMILES string: O=C(S)CF
E_tot (Eh): -651.2727
LUMO (eV): 0.6

Atoms and positions in Å:
1 O -1.2360 1.5321 -0.1554
2 C -0.7309 0.4275 -0.0267
3 S -1.5336 -1.1691 -0.1165
4 C 0.7467 0.3248 -0.0145
5 F 1.3313 -0.9426 -0.1892
6 H -0.5409 -1.9145 0.3099
7 H 0.8587 0.6697 0.9719
8 H 1.1047 1.0720 -0.7795

***

[8]
The following is a quantum chemistry calculation of a molecular structure, C2H3FS2 at a distorted geometry, from OMol25.

Energy relative to the best compared isomer or geometry (same formula, charge and spin) (eV): 3.0356
2S+1: 3
E_tot (Eh): -973.9819
LUMO (spin up / spin down) (eV): 0.3 / -3.8

Atoms and positions in Å:
1 C 1.0543 0.5251 -0.4787
2 C -0.9186 -0.4672 0.4219
3 F -2.0875 0.0968 0.6715
4 S -0.3777 -0.4586 -1.2901
5 S 0.5114 0.2956 1.1894
6 H 2.0519 0.2493 -0.9448
7 H 1.1744 1.6214 -0.6027
8 H -1.4084 -1.8624 1.0336

***

What is the E_tot in the fifth record? -347.4071 Eh

***

What did the fourth record say?
The following is a quantum chemistry calculation of a molecular structure, C2H3FOPm at a distorted geometry, from OMol25.

Energy relative to the best compared isomer or geometry (same formula, charge and spin) (eV): 1.0693
2S+1: 6
E_tot (Eh): -860.6548
LUMO (spin up / spin down) (eV): -10.3 / -10.3
Total charge: +2

Atoms and positions in Å:
1 H 1.3732 0.3818 -0.3710
2 O -0.3457 0.7862 -0.7600
3 C -0.4195 0.0903 0.4809
4 C 0.9936 -0.4050 0.5452
5 Pm -1.0176 0.6684 -2.9438
6 H -1.1372 -0.7449 0.5849
7 H -0.5714 0.8344 1.2898
8 F 1.1246 -1.6111 1.1739